1.
Formula: C68H53FGeN5NiP3
Source: the Open Molecules 2025 dataset
Level of theory: ωB97M-V/def2-TZVPD

Geometry (Å):
Ni -1.458 -1.232 0.650
N -3.129 0.975 -2.479
C -2.336 0.216 -1.769
N -2.542 -0.118 -0.512
C -3.695 0.294 0.142
N -3.979 -0.183 1.307
N -2.958 -0.983 1.747
C -2.969 -1.566 2.882
C -1.716 -2.262 3.196
C -1.434 -2.896 4.385
C -0.154 -3.403 4.589
C 0.798 -3.266 3.599
C 0.432 -2.649 2.408
N -0.789 -2.163 2.210
C -4.567 1.365 -0.434
C -6.022 1.047 -0.239
C -6.917 1.271 -1.194
C -6.538 1.803 -2.509
C -5.272 2.039 -2.834
C -4.149 1.826 -1.869
H -2.882 1.143 -3.444
H -1.469 -0.191 -2.271
H -3.813 -1.504 3.561
H -2.194 -2.968 5.151
H 0.092 -3.887 5.525
H 1.816 -3.612 3.725
H 1.141 -2.499 1.603
H -6.305 0.643 0.723
H -7.961 1.053 -1.014
H -7.322 2.001 -3.228
H -5.003 2.436 -3.808
F 0.103 -0.021 -0.170
Ge 1.668 0.120 -1.086
C 3.364 0.901 -0.502
C 4.156 1.591 -1.415
C 5.393 2.078 -1.006
C 5.827 1.890 0.300
C 5.025 1.225 1.218
C 3.785 0.738 0.818
P 2.513 -0.063 1.815
C 1.823 1.270 2.853
C 0.602 1.022 3.486
C -0.003 2.002 4.259
C 0.584 3.255 4.377
C 1.786 3.516 3.734
C 2.407 2.527 2.984
C 3.364 -1.161 2.994
C 3.382 -0.966 4.372
C 3.992 -1.903 5.200
C 4.597 -3.027 4.658
C 4.592 -3.224 3.281
C 3.969 -2.301 2.455
C 1.883 -1.691 -1.799
C 3.108 -1.820 -2.463
C 3.450 -2.978 -3.144
C 2.568 -4.044 -3.157
C 1.362 -3.946 -2.484
C 0.997 -2.781 -1.797
P -0.659 -2.848 -1.000
C -1.828 -2.809 -2.402
C -3.196 -2.862 -2.113
C -4.139 -2.747 -3.121
C -3.728 -2.550 -4.434
C -2.375 -2.488 -4.731
C -1.427 -2.622 -3.723
C -0.728 -4.566 -0.371
C 0.357 -5.049 0.370
C 0.326 -6.321 0.917
C -0.786 -7.132 0.732
C -1.858 -6.669 -0.013
C -1.833 -5.392 -0.561
C 1.099 1.315 -2.548
C 1.181 0.956 -3.891
C 1.042 1.919 -4.886
C 0.847 3.247 -4.546
C 0.743 3.620 -3.210
C 0.834 2.657 -2.211
P 0.582 2.979 -0.432
C 1.152 4.678 -0.144
C 2.532 4.837 0.007
C 3.069 6.090 0.259
C 2.230 7.190 0.390
C 0.857 7.034 0.260
C 0.317 5.782 -0.010
C -1.244 3.102 -0.327
C -2.051 3.234 -1.383
C -3.546 3.152 -1.283
C -4.110 2.792 0.116
C -3.123 2.829 1.244
C -1.818 2.964 1.030
H 3.822 1.744 -2.434
H 6.026 2.601 -1.711
H 6.795 2.265 0.603
H 5.364 1.081 2.237
H 0.128 0.052 3.375
H -0.939 1.793 4.762
H 0.107 4.026 4.966
H 2.243 4.494 3.816
H 3.341 2.747 2.485
H 2.918 -0.087 4.800
H 4.005 -1.744 6.270
H 5.082 -3.747 5.304
H 5.075 -4.093 2.855
H 3.960 -2.454 1.380
H 3.810 -0.994 -2.447
H 4.402 -3.043 -3.654
H 2.816 -4.957 -3.681
H 0.692 -4.797 -2.494
H -3.526 -2.985 -1.086
H -5.194 -2.803 -2.884
H -4.463 -2.454 -5.222
H -2.052 -2.344 -5.754
H -0.375 -2.577 -3.970
H 1.252 -4.450 0.478
H 1.176 -6.688 1.475
H -0.807 -8.128 1.153
H -2.717 -7.304 -0.181
H -2.671 -5.057 -1.154
H 1.393 -0.072 -4.166
H 1.122 1.635 -5.928
H 0.779 3.998 -5.323
H 0.586 4.659 -2.945
H 3.184 3.973 -0.072
H 4.139 6.209 0.363
H 2.646 8.166 0.595
H 0.204 7.890 0.364
H -0.755 5.672 -0.119
H -1.644 3.376 -2.376
H -4.004 4.033 -1.737
H -5.004 3.362 0.366
H -3.508 2.750 2.254
H -1.130 2.992 1.869

The HOMO energy (alpha / beta) comes out at -12.19 / -12.19 eV. For the frontier orbital gap (alpha / beta), the calculation gives 6.3674 / 6.3346 eV. As for the total charge: +2. The value obtained for the total energy is -7605.5804 Ha.

***

2.
Formula: C68H62ClCrN10O3S3
Source: the Open Molecules 2025 dataset
Level of theory: ωB97M-V/def2-TZVPD

Geometry (Å):
Cr 0.068 0.060 -0.093
O -3.002 -5.558 -1.884
C -3.639 -4.580 -1.536
O -4.759 -4.139 -1.732
C -2.737 -3.522 -0.743
C -3.287 -2.299 -0.379
C -2.427 -1.264 -0.036
N -1.091 -1.426 -0.132
C -0.577 -2.672 -0.220
C -1.378 -3.750 -0.569
C 0.807 -2.681 0.207
C 1.636 -3.802 0.201
C 2.897 -3.714 0.759
C 3.305 -2.488 1.273
C 2.439 -1.412 1.211
N 1.209 -1.483 0.707
C -2.744 0.032 0.531
C -4.032 0.532 0.714
C -4.205 1.752 1.337
C -3.071 2.450 1.745
C -1.828 1.890 1.521
N -1.638 0.705 0.944
H -4.359 -2.189 -0.403
H -0.989 -4.745 -0.719
H 1.294 -4.721 -0.246
H 3.548 -4.575 0.791
H 4.288 -2.364 1.696
H 2.740 -0.449 1.597
H -4.882 -0.035 0.370
H -5.191 2.153 1.507
H -3.150 3.414 2.223
H -0.939 2.414 1.833
N -0.831 1.224 -1.411
S -1.489 1.662 -2.646
N -1.270 0.807 -4.052
S 0.069 0.836 -4.844
N 1.389 0.654 -4.040
S 1.628 -0.583 -2.964
N 1.304 -0.359 -1.550
C 0.853 -2.067 -3.668
C -0.485 -2.306 -3.395
C -1.067 -3.487 -3.828
C -0.306 -4.423 -4.512
C 1.027 -4.166 -4.796
C 1.610 -2.979 -4.381
C 3.404 -0.836 -3.109
C 4.244 0.002 -3.820
C 5.603 -0.270 -3.842
C 6.109 -1.365 -3.157
C 5.261 -2.183 -2.423
C 3.904 -1.917 -2.396
C 0.243 2.414 -5.682
C -0.809 2.819 -6.489
C -0.759 4.069 -7.080
C 0.334 4.894 -6.860
C 1.392 4.464 -6.075
C 1.351 3.215 -5.478
C -0.045 -0.409 -6.133
C -1.182 -1.168 -6.343
C -1.153 -2.153 -7.318
C -0.005 -2.359 -8.068
C 1.121 -1.574 -7.862
C 1.104 -0.591 -6.888
C -3.283 1.614 -2.539
C -3.924 2.743 -2.062
C -5.297 2.729 -1.892
C -6.010 1.572 -2.166
C -5.352 0.430 -2.599
C -3.979 0.443 -2.787
C -1.001 3.368 -3.014
C -1.769 4.288 -3.705
C -1.299 5.588 -3.827
C -0.057 5.940 -3.321
C 0.730 4.993 -2.686
C 0.240 3.712 -2.510
H -1.057 -1.566 -2.852
H -2.105 -3.698 -3.617
H -0.755 -5.356 -4.815
H 1.623 -4.890 -5.330
H 2.647 -2.776 -4.603
H 3.833 0.851 -4.344
H 6.263 0.366 -4.412
H 7.164 -1.585 -3.192
H 5.650 -3.030 -1.878
H 3.211 -2.536 -1.845
H -1.649 2.159 -6.645
H -1.574 4.403 -7.703
H 0.358 5.877 -7.302
H 2.245 5.105 -5.919
H 2.156 2.859 -4.857
H -2.067 -0.985 -5.754
H -2.031 -2.754 -7.497
H 0.006 -3.123 -8.830
H 2.005 -1.719 -8.463
H 1.963 0.036 -6.706
H -3.346 3.625 -1.838
H -5.801 3.616 -1.540
H -7.081 1.560 -2.023
H -5.906 -0.477 -2.780
H -3.451 -0.439 -3.110
H -2.723 4.015 -4.127
H -1.910 6.333 -4.313
H 0.294 6.956 -3.418
H 1.710 5.247 -2.315
H 0.793 2.951 -1.984
C -0.159 4.560 3.333
C 1.127 4.986 4.052
C 1.705 3.820 4.867
C 0.751 6.076 5.071
C 2.219 5.513 3.062
O 3.309 6.003 3.838
C 1.788 6.690 2.150
C 1.033 6.435 0.836
C -0.469 6.497 0.905
C -1.241 5.494 0.331
C -2.622 5.554 0.353
C -3.257 6.619 0.971
Cl -4.985 6.672 1.006
C -2.509 7.636 1.543
C -1.128 7.574 1.492
C 3.002 4.416 2.273
N 2.398 3.441 1.397
C 1.577 2.406 1.610
N 1.456 1.679 0.503
C 2.280 2.309 -0.368
N 2.844 3.371 0.139
H -0.627 3.736 3.867
H 0.029 4.262 2.308
H -0.873 5.379 3.306
H 1.015 3.555 5.664
H 2.647 4.118 5.322
H 1.882 2.931 4.269
H -0.053 5.704 5.701
H 0.394 6.983 4.590
H 1.586 6.320 5.722
H 3.037 6.794 4.314
H 2.728 7.185 1.891
H 1.219 7.400 2.749
H 1.344 5.490 0.396
H 1.340 7.220 0.137
H -0.768 4.648 -0.150
H -3.211 4.766 -0.085
H -3.006 8.463 2.025
H -0.563 8.389 1.915
H 3.586 3.888 3.030
H 3.710 4.961 1.644
H 1.126 2.161 2.550
H 2.500 1.928 -1.344

The HOMO energy (alpha / beta) comes out at -11.79 / -11.79 eV. For the frontier orbital gap (alpha / beta), the calculation gives 6.1140 / 6.5552 eV. As for the total charge: +2. The spin multiplicity is 2. As for the expectation value of S²: 0.761. The value obtained for the total energy is -6100.2853 Ha.

***

3.
Formula: C68H65NO9S
Source: the Open Molecules 2025 dataset
Level of theory: ωB97M-V/def2-TZVPD

Geometry (Å):
C 6.943 0.536 3.787
C 8.190 -0.022 2.954
C 8.260 -1.606 2.928
C 8.553 -2.219 1.512
C 7.537 -1.788 0.378
C 6.062 -1.539 0.876
C 5.429 -2.826 1.563
C 4.706 -3.753 0.485
C 3.426 -2.974 -0.009
C 2.084 -3.798 0.028
C 1.871 -4.666 1.332
C 0.591 -4.331 2.147
C -0.767 -4.203 1.587
S -1.091 -4.438 -0.176
C -1.877 -3.898 2.507
O -3.189 -3.760 2.036
C -3.664 -2.460 2.515
C -4.712 -1.832 1.499
C -3.884 -1.367 0.228
C -5.291 -0.544 2.221
C -6.611 0.026 1.572
C -6.285 0.919 0.289
C -7.702 -1.068 1.270
C -1.687 -3.738 3.957
C -0.367 -3.889 4.523
C 0.720 -4.166 3.574
C 1.952 -4.219 4.505
O 3.132 -4.341 4.288
N 1.521 -4.113 5.872
C 0.113 -3.816 6.001
O -0.504 -3.614 7.003
H 7.252 1.207 4.621
H 6.330 -0.305 4.223
H 6.262 1.045 3.050
H 8.193 0.431 1.934
H 9.097 0.350 3.505
H 7.331 -1.995 3.415
H 9.119 -1.902 3.591
H 9.567 -1.843 1.193
H 8.574 -3.341 1.538
H 7.889 -0.889 -0.201
H 7.467 -2.621 -0.380
H 5.971 -0.680 1.593
H 5.474 -1.230 -0.035
H 4.650 -2.421 2.272
H 6.157 -3.385 2.198
H 4.506 -4.772 0.896
H 5.479 -3.890 -0.326
H 3.606 -2.706 -1.091
H 3.299 -1.989 0.519
H 1.249 -3.042 0.011
H 1.943 -4.391 -0.916
H 2.731 -4.663 2.041
H 1.754 -5.738 0.992
H -0.793 -5.754 -0.448
H -4.160 -2.559 3.511
H -2.803 -1.738 2.527
H -5.495 -2.598 1.269
H -2.848 -1.800 0.328
H -4.305 -1.731 -0.745
H -3.725 -0.255 0.204
H -4.497 0.256 2.204
H -5.442 -0.778 3.316
H -7.070 0.727 2.321
H -5.293 1.394 0.485
H -6.306 0.327 -0.659
H -7.051 1.742 0.262
H -7.338 -1.791 0.498
H -8.617 -0.551 0.865
H -7.985 -1.607 2.214
H -2.530 -3.538 4.651
H 1.964 -3.389 6.444
C 7.008 -1.568 -7.929
C 6.154 -1.632 -9.026
C 4.896 -2.201 -8.896
C 4.490 -2.720 -7.670
C 5.356 -2.678 -6.576
C 6.611 -2.090 -6.707
C 4.958 -3.271 -5.275
O 5.710 -3.231 -4.320
C 3.628 -3.921 -5.163
C 3.262 -4.532 -3.967
C 2.017 -5.132 -3.847
C 1.128 -5.115 -4.917
C 1.490 -4.512 -6.113
C 2.744 -3.922 -6.242
C 3.135 -3.311 -7.537
O 2.361 -3.299 -8.475
H 7.987 -1.115 -8.030
H 6.470 -1.234 -9.984
H 4.232 -2.244 -9.751
H 7.281 -2.043 -5.857
H 3.950 -4.546 -3.129
H 1.738 -5.611 -2.916
H 0.152 -5.577 -4.819
H 0.797 -4.506 -6.945
C 6.846 8.687 1.999
C 7.577 7.502 1.987
C 6.998 6.323 2.433
C 5.689 6.326 2.905
C 4.964 7.518 2.940
C 5.543 8.696 2.475
C 3.584 7.547 3.486
O 2.951 8.584 3.514
C 2.994 6.288 4.006
C 1.723 6.308 4.574
C 1.158 5.134 5.051
C 1.856 3.933 4.955
C 3.125 3.909 4.395
C 3.701 5.087 3.928
C 5.073 5.055 3.363
O 5.685 4.007 3.282
H 7.296 9.605 1.642
H 8.599 7.499 1.626
H 7.568 5.402 2.416
H 4.980 9.621 2.488
H 1.175 7.239 4.649
H 0.171 5.153 5.498
H 1.410 3.016 5.321
H 3.666 2.973 4.326
C -11.491 0.415 -4.861
C -10.444 0.127 -3.990
C -10.101 1.030 -2.994
C -10.796 2.229 -2.872
C -11.830 2.528 -3.761
C -12.182 1.612 -4.748
C -12.548 3.825 -3.675
O -13.451 4.084 -4.447
C -12.137 4.802 -2.636
C -12.761 6.045 -2.578
C -12.394 6.961 -1.602
C -11.408 6.635 -0.674
C -10.780 5.400 -0.732
C -11.136 4.484 -1.718
C -10.432 3.179 -1.792
O -9.568 2.895 -0.984
H -11.764 -0.295 -5.633
H -9.897 -0.803 -4.087
H -9.289 0.800 -2.314
H -12.993 1.834 -5.432
H -13.531 6.302 -3.295
H -12.877 7.930 -1.562
H -11.127 7.348 0.092
H -10.010 5.152 -0.011

The HOMO energy comes out at -9.13 eV. The structure (SMILES) is CCCCCCCCCCCc1c(S)c(OC[C@H](C)CC(C)C)cc2c1C(=O)NC2=O.O=C1c2ccccc2C(=O)c2ccccc21.O=C1c2ccccc2C(=O)c2ccccc21.O=C1c2ccccc2C(=O)c2ccccc21. For the frontier orbital gap, the calculation gives 8.0573 eV. As for the total charge: 0. The value obtained for the total energy is -3760.2954 Ha.

***

> Which value of total energy does entry 2 give?

-6100.2853 Ha